Record 1
This record from the Open Molecules 2025 dataset describes a single C5H7NO molecule. The level of theory is ωB97M-V/def2-TZVPD.

CARTESIAN COORDINATES (ANGSTROEM)
1 H 0.1328 -0.5613 2.5645
2 H 1.6411 0.2782 0.3281
3 C -0.5486 -0.8934 1.7818
4 H 0.1688 1.9989 -1.6481
5 C 0.6603 0.6785 0.0377
6 O -1.4596 0.0756 1.2901
7 N -1.2800 -2.0463 -1.3646
8 H 0.4884 1.5647 0.6636
9 H 0.1185 0.2800 -2.0373
10 C -0.4108 -0.3417 0.4253
11 H -0.9544 -1.9004 1.8867
12 C 0.6539 1.0390 -1.4571
13 H 1.6715 1.0842 -1.8509
14 C -0.8818 -1.2560 -0.6198

structure (SMILES): CC[C@@]1(C#N)CO1
DFT total energy: -324.65392 Ha
HOMO: -11.16 eV
HOMO-LUMO gap: 0.4418 hartree
E_LUMO: 0.0316 Eh
2S+1: 1

---

Record 2
This record from the Open Molecules 2025 dataset describes a molecular structure, C5H7NO. The level of theory is ωB97M-V/def2-TZVPD.

CARTESIAN COORDINATES (ANGSTROEM)
1 C 1.1718 0.1750 0.0778
2 H -0.7242 1.3201 -2.3083
3 H 0.8387 -1.0233 2.1507
4 H -2.2649 -1.8745 -0.6245
5 H -0.2150 0.4739 2.1172
6 H 1.9346 -0.5924 0.1958
7 H -0.5825 -0.8034 -0.9751
8 O 0.1638 2.4892 -0.9131
9 C -0.8682 -1.1021 0.8843
10 C 0.0787 -0.4499 1.6203
11 C -1.3975 -1.3605 -0.2371
12 H 1.3554 1.1319 0.5675
13 C -0.0427 1.4172 -1.4439
14 N 0.5520 0.1989 -1.1116

DFT total energy: -324.56688 Ha
HOMO: -9.47 eV
HOMO-LUMO gap: 0.3487 hartree
E_LUMO: 0.0007 Eh
2S+1: 1

---

Record 3
This record from the Open Molecules 2025 dataset describes a molecular structure, C5H7NO. The level of theory is ωB97M-V/def2-TZVPD.

CARTESIAN COORDINATES (ANGSTROEM)
1 C 2.0457 0.6181 -0.5357
2 C -1.5526 -0.4558 -0.1363
3 O -0.4286 1.4990 0.1611
4 H 2.1364 -0.0803 1.8852
5 C 2.0199 -0.4905 0.5932
6 H -3.3895 0.9548 0.5154
7 H 2.4841 -1.4889 0.3847
8 H 1.7076 1.5754 -0.0971
9 H 2.4655 0.5164 -1.4783
10 N 0.8329 -0.4736 -0.3311
11 C -0.2890 0.2447 0.0644
12 C -2.8831 0.0136 0.1029
13 H -1.5836 -1.5349 -0.4781
14 H -3.5655 -0.8980 -0.6501

DFT total energy: -324.51236 Ha
HOMO: -9.76 eV
HOMO-LUMO gap: 0.3532 hartree
E_LUMO: -0.0055 Eh
2S+1: 1